DFT (ωB97M-V/def2-TZVPD) results for 2 unconnected molecules or ions with the total composition C6H12O.

Values from the calculation:
DFT total energy: -310.97728 Ha
E_LUMO: 0.884 eV
HOMO: -0.326 Eh
Orbital gap: 9.75 eV

Positions of all 19 atoms, in Å:
C1 -1.49459 1.76497 -1.40199
C2 -1.45865 1.22021 -0.20639
C3 -0.34546 1.22811 0.80891
C4 0.54298 0.03188 0.84818
C5 1.59585 -0.20115 1.63544
C6 2.41784 -1.46404 1.50824
H1 -2.34575 1.64205 -2.05332
H2 -0.64404 2.36007 -1.71405
H3 -2.27598 0.65409 0.24348
H4 -0.74236 1.57675 1.78283
H5 0.28553 2.13068 0.77680
H6 0.54665 -0.59179 -0.04548
H7 1.79847 0.41248 2.50930
H8 2.38036 -1.94681 0.53199
H9 1.95624 -2.14472 2.22584
H10 3.47928 -1.32446 1.71483
O1 -1.14288 -1.90294 -2.37962
H11 -2.07366 -1.95428 -2.41357
H12 -0.79309 -1.31212 -3.08584